[1]
ORCA calculation (ωB97M-V with the def2-TZVPD basis set) on C2H18O8Sr as an isolated structure.

```
29
Properties=species:S:1:pos:R:3:forces:R:3
H -1.575 2.474 -2.966 0.2 -0.2 0.0
C -2.784 1.172 -1.704 -1.2 0.7 0.2
H 1.339 2.674 2.713 0.0 0.3 -0.1
H -3.539 1.265 -2.484 0.0 -0.3 -0.1
H -2.286 3.290 -1.586 -0.6 -0.2 -0.2
O -2.208 -0.140 -1.676 1.0 0.4 -0.1
H -2.363 -1.122 3.300 -0.1 -0.3 0.2
H 4.408 1.462 0.168 0.1 0.3 -0.1
H 1.416 1.506 3.673 0.1 -0.1 0.3
H -0.372 -4.550 -0.701 0.1 -0.2 -0.3
Sr 0.567 -0.589 0.161 -0.4 0.3 -0.2
H 2.530 -3.591 2.399 0.3 -0.3 -0.1
H -2.856 -0.731 -2.066 0.1 -0.2 0.0
H 0.004 2.627 -1.548 0.3 0.1 0.2
H -2.169 0.237 2.661 -0.2 0.3 0.1
C -1.839 2.353 -1.915 -0.6 -0.6 0.0
H -1.092 -3.904 0.463 -0.3 -0.1 0.2
O 1.773 -0.096 -2.888 -0.3 -0.1 0.9
O 4.058 0.613 0.441 -0.7 -0.2 -0.2
H -3.337 1.280 -0.771 0.1 0.3 0.2
O -0.432 -3.732 -0.208 0.2 0.9 0.2
H 4.760 0.220 0.960 0.2 -0.2 0.2
O 2.052 -2.836 2.742 -0.3 0.6 -0.6
O -0.706 2.157 -1.104 1.6 -0.7 0.5
H 1.483 -0.425 -3.739 -0.2 -0.2 -0.3
O 1.150 1.738 2.783 -0.2 -0.5 -0.6
H 1.485 -3.199 3.422 -0.1 -0.1 0.3
H 2.466 0.530 -3.097 0.3 0.2 0.0
O -1.932 -0.686 2.565 0.6 0.0 -0.7
```
Forces are in eV/Å.

## Properties
highest occupied orbital energy = -16.61 eV
relative energy (zero: lowest compared OMol25 entry of this formula, charge and spin) = 298.4 kJ/mol
net charge = +2
HOMO-LUMO gap = 9.855 eV
multiplicity = 1


[2]
ORCA calculation (ωB97M-V with the def2-TZVPD basis set) on one molecule with the formula C20H25NO4.

```
50
Properties=species:S:1:pos:R:3:forces:R:3
H 4.475 -2.639 -2.615 0.0 -0.1 -0.1
O -2.474 1.382 -1.329 0.2 -0.5 0.1
O -2.448 -1.414 -0.941 0.6 0.2 -0.1
H -2.044 -1.743 2.266 -0.1 0.1 0.0
H -2.221 -3.236 0.244 0.2 -0.1 0.1
H 2.816 -0.948 -3.313 0.0 0.0 -0.1
C -3.803 -0.996 -0.992 -0.7 0.1 0.0
H -3.397 2.955 -2.108 0.2 0.0 0.1
C -2.602 2.790 -1.374 -0.1 0.5 0.1
C 0.775 0.899 0.344 -0.6 -0.2 0.1
C -3.002 3.396 -0.032 0.1 -0.3 -0.3
H -3.933 -0.186 -1.714 0.0 -0.2 0.1
H -4.328 -1.884 -1.359 0.0 0.1 0.0
C 4.797 -1.739 -0.700 0.0 -0.1 -0.1
H -0.871 -2.856 2.971 0.1 0.0 0.1
C -1.417 0.810 -0.672 0.0 -0.1 0.0
H 1.543 -0.991 1.039 0.1 -0.1 0.0
O -0.260 -2.559 0.367 0.0 0.3 -0.4
C 3.497 0.226 -0.217 0.2 -0.3 -0.4
C 4.449 -0.715 0.162 -0.2 0.2 0.1
C 3.271 -0.889 -2.336 0.0 0.0 0.0
C 4.205 -1.835 -1.947 0.0 -0.1 0.0
H 5.106 2.050 0.654 0.0 0.0 0.0
H -4.272 -1.408 1.077 0.0 -0.1 0.1
H -1.684 3.253 -1.754 -0.1 -0.1 0.0
H -3.803 0.267 0.758 0.0 0.1 0.1
C -4.353 -0.586 0.369 0.3 -0.2 -0.3
C -1.458 -0.588 -0.482 0.0 -0.2 0.1
H -2.539 -3.386 2.707 -0.1 0.0 0.1
C 2.925 0.142 -1.485 0.2 0.1 0.0
C -0.369 -1.212 0.157 0.0 0.2 0.1
C 0.735 -0.467 0.553 -0.2 0.1 0.0
C 1.893 1.754 0.831 -0.1 0.1 0.1
H 4.539 1.460 2.237 0.1 0.0 0.0
C -0.316 1.531 -0.236 0.1 0.1 -0.1
H -0.264 2.600 -0.361 -0.1 0.1 0.0
H 2.211 0.888 -1.798 0.0 0.1 0.0
H -3.135 4.468 -0.143 0.0 0.1 0.0
C 4.246 1.975 1.319 0.1 0.3 0.2
H -2.239 3.214 0.721 0.0 0.0 0.1
O 1.677 2.809 1.403 -0.1 0.1 0.0
H 5.531 -2.469 -0.391 0.1 -0.1 0.0
C -1.356 -3.278 0.911 -0.4 -0.3 0.4
H -0.994 -4.308 0.958 -0.1 0.1 0.0
N 3.161 1.281 0.652 0.2 0.1 0.1
H -5.400 -0.311 0.269 -0.1 0.0 0.0
C -1.729 -2.784 2.305 0.2 0.0 -0.4
H -3.938 2.959 0.309 -0.1 0.0 0.0
H 4.908 -0.655 1.137 0.0 0.0 0.1
H 3.890 2.972 1.580 0.1 -0.1 0.0
```
Forces are in eV/Å.

## Properties
SMILES string = CCOc1cc(C(=O)N(C)c2ccccc2)cc(OCC)c1OCC
highest occupied orbital energy = -8.08 eV
relative energy (zero: lowest compared OMol25 entry of this formula, charge and spin) = 263.6 kJ/mol
HOMO-LUMO gap = 8.890 eV
multiplicity = 1


[3]
ORCA calculation (ωB97M-V with the def2-TZVPD basis set) on one molecule with the formula C6H10.

```
16
Properties=species:S:1:pos:R:3:forces:R:3
H 2.625 0.656 1.425 0.0 -0.1 0.0
C -0.467 0.301 -1.275 0.0 0.0 0.0
C 1.135 -0.378 0.458 0.2 0.1 -0.3
H -2.904 -0.208 1.212 0.1 0.0 -0.1
C 2.584 -0.209 0.742 0.0 0.0 0.0
H 1.578 0.139 -1.651 -0.1 0.0 0.1
H 3.259 -0.003 -0.108 -0.2 0.0 0.1
H -1.208 0.226 1.566 -0.1 -0.1 -0.1
C 0.798 0.002 -0.886 -0.1 0.0 0.1
C -1.769 0.308 -0.535 0.1 0.0 0.0
H -2.497 -0.182 -1.200 0.1 0.1 0.1
H 2.975 -1.043 1.338 -0.1 0.1 0.0
H -1.568 -1.337 0.873 0.0 0.1 0.0
H -0.577 0.654 -2.304 0.0 0.0 0.1
H -2.096 1.360 -0.518 0.0 -0.1 0.0
C -1.867 -0.286 0.864 0.0 0.0 0.0
```
Forces are in eV/Å.

## Properties
highest occupied orbital energy = -7.77 eV
relative energy (zero: lowest compared OMol25 entry of this formula, charge and spin) = 349.3 kJ/mol
HOMO-LUMO gap = 7.498 eV
multiplicity = 1


[4]
ORCA calculation (ωB97M-V with the def2-TZVPD basis set) on C27H20N9O7S2Sr as an isolated structure.

```
66
Properties=species:S:1:pos:R:3:forces:R:3
N 1.573 3.605 -0.203 0.0 0.1 -0.1
C 3.663 0.095 -0.922 0.2 0.1 0.0
C 0.442 1.960 -3.199 0.0 0.0 0.0
H 2.885 -0.794 2.382 0.0 0.0 0.0
C 1.667 2.905 1.922 0.0 0.0 0.1
S -4.080 1.112 -1.426 -0.1 0.0 0.0
C 0.172 -5.686 -2.347 0.0 0.0 0.0
C -2.833 1.004 -0.198 0.2 -0.2 -0.2
C 3.059 3.783 3.659 0.0 0.0 0.0
H 0.956 -3.187 5.359 0.0 0.0 0.0
N -1.578 -0.302 1.101 0.0 -0.1 0.1
H -4.768 -1.146 -0.903 0.0 0.0 0.0
O -1.720 -2.213 -3.407 0.0 0.0 0.0
N 1.353 2.656 0.555 0.1 -0.1 0.0
N 0.892 2.126 -1.960 0.0 0.0 -0.1
H -2.488 -1.492 2.521 0.0 0.0 0.0
O 0.311 -7.955 -2.668 0.1 0.0 0.0
Sr 0.613 0.061 -0.292 -0.3 0.4 0.1
H 3.064 -2.261 4.368 0.0 0.0 0.0
C 1.201 3.354 -1.563 0.0 0.0 0.0
H -1.233 -4.444 -3.414 0.0 0.0 0.0
N 2.722 -4.643 0.059 -0.2 0.2 0.3
N -2.751 -0.141 0.444 0.0 0.1 0.0
O 3.516 -3.708 0.169 0.1 0.1 -0.1
N -0.251 -6.917 -2.984 -0.2 0.0 0.2
N 0.838 -0.884 2.267 0.0 0.0 0.1
C 2.789 3.628 2.309 0.0 0.0 0.0
C 1.083 2.521 4.210 0.0 0.0 0.0
C 0.310 3.017 -4.092 0.0 0.0 0.0
C 0.814 2.342 2.863 0.0 0.0 0.0
O 2.844 -5.659 0.718 0.1 -0.2 -0.1
H -0.076 2.834 -5.085 0.0 0.0 0.0
O -1.169 -6.868 -3.783 0.0 0.0 -0.1
H -1.217 -2.602 4.288 0.0 0.0 0.0
C -0.283 -2.213 3.904 0.0 0.0 0.0
H 1.685 -6.659 -1.186 0.0 0.0 0.0
H 0.415 2.098 4.950 0.0 0.0 0.0
C 0.925 -2.536 4.494 0.0 0.0 0.0
C -4.402 -0.627 -1.785 0.0 0.0 0.0
O 1.292 -2.259 -0.411 0.0 -0.2 -0.1
C 2.095 -2.025 3.953 0.0 0.0 0.0
C 1.127 4.464 -2.382 0.0 0.1 0.0
C 2.206 3.234 4.609 0.0 0.0 0.0
C -1.569 -1.059 2.128 0.0 0.0 0.0
C 1.198 -5.729 -1.434 0.0 0.0 0.0
O -0.460 -0.913 -2.108 0.0 -0.1 -0.3
C 0.668 4.287 -3.679 0.0 0.0 0.0
C 1.610 -4.543 -0.860 0.0 0.0 -0.1
C -0.443 -4.473 -2.678 0.0 0.0 0.0
C 0.970 -3.270 -1.094 0.0 0.0 0.1
N 3.717 -1.026 -0.634 -0.2 -0.2 0.1
H 3.440 4.040 1.550 0.0 0.0 0.0
H 0.149 0.949 -3.465 0.0 0.0 0.0
H -0.065 1.808 2.518 0.0 0.0 0.0
C -0.077 -3.289 -2.093 0.0 0.0 0.0
H 0.577 5.133 -4.348 0.0 0.0 0.0
H 1.398 5.432 -1.985 0.0 0.0 0.0
H 3.534 -2.012 -0.379 0.0 0.1 -0.1
C 1.992 -1.206 2.841 0.0 0.0 0.0
H -3.495 -1.102 -2.159 0.0 0.0 0.0
C -0.296 -1.385 2.783 0.0 0.0 0.0
S -1.847 2.379 0.004 0.0 0.0 0.1
H -5.163 -0.635 -2.566 0.0 0.0 0.0
H 2.421 3.359 5.663 0.0 0.0 0.0
C -0.825 -2.039 -2.582 0.0 0.0 0.1
H 3.938 4.331 3.972 0.0 0.0 0.0
```
Forces are in eV/Å.

## Properties
highest occupied orbital energy = -5.06 eV
net charge = -1
HOMO-LUMO gap = 6.297 eV
multiplicity = 1


[5]
ORCA calculation (ωB97M-V with the def2-TZVPD basis set) on one molecule with the formula C2H4OS2.

```
9
Properties=species:S:1:pos:R:3:forces:R:3
O 1.333 1.867 1.100 -0.4 1.1 -0.3
S 0.816 0.595 0.666 -0.6 -0.8 1.1
C -1.601 -0.191 -0.459 -2.7 -3.6 2.6
S 2.132 -0.283 -0.551 -1.2 -2.2 -0.9
H 0.876 -0.977 -1.025 2.4 1.2 0.3
H -2.038 -0.833 0.368 0.6 1.2 -0.6
H 0.977 -0.153 1.889 -0.3 0.1 -1.0
C -0.508 0.434 -0.600 3.6 3.1 0.4
H -1.987 -0.459 -1.389 -1.4 0.0 -1.5
```
Forces are in eV/Å.

## Properties
SMILES string = C=C=[S@H](=O)S
highest occupied orbital energy = -8.72 eV
relative energy (zero: lowest compared OMol25 entry of this formula, charge and spin) = 557.3 kJ/mol
HOMO-LUMO gap = 8.718 eV
multiplicity = 1


[6]
ORCA calculation (ωB97M-V with the def2-TZVPD basis set) on C16H12BrIrN2O8P2 as an isolated structure.

```
42
Properties=species:S:1:pos:R:3:forces:R:3
C -2.501 -2.151 0.183 0.3 0.4 1.3
O 1.555 1.207 -2.638 -0.3 -0.1 0.0
O 0.190 -0.902 -2.990 -0.3 -0.3 -0.2
C 3.419 1.473 2.094 0.1 0.0 -0.4
C 2.458 0.360 -1.884 0.5 0.0 -0.1
C -4.429 -2.387 2.200 0.1 0.1 0.2
C -1.006 -1.070 1.881 0.4 0.3 -0.1
H -5.715 -3.157 0.643 0.0 0.0 0.0
C 2.045 0.297 0.511 -0.3 -0.2 0.1
C -3.213 -1.843 2.511 -0.3 0.0 0.2
H 0.367 1.402 -5.392 0.0 -0.1 0.0
H 0.741 0.092 3.664 0.0 -0.1 0.0
O -1.044 0.901 -0.684 1.3 -2.2 0.1
C 3.698 1.136 -1.580 -0.1 0.1 0.1
O -1.606 -2.127 -0.743 -0.4 -0.5 -1.6
H -0.960 -0.652 2.881 0.0 -0.2 0.1
Ir -0.004 -1.005 -0.899 -1.1 2.3 2.3
C 3.196 1.081 0.789 0.0 0.1 0.4
C -2.210 -1.691 1.529 -0.3 -0.3 -1.1
H -3.994 -2.941 -1.119 0.0 0.0 0.0
O -0.263 3.199 -1.453 0.0 0.0 0.1
H -3.019 -1.526 3.529 0.0 0.0 0.0
H 2.700 -0.502 -2.513 0.0 0.0 0.1
H 4.290 2.070 2.328 0.0 0.0 0.0
C 2.526 1.105 3.099 -0.1 -0.1 0.1
Br -5.706 -2.647 3.555 -0.1 0.0 0.0
C 4.035 1.456 -0.330 0.1 0.0 -0.2
C -3.785 -2.646 -0.100 -0.1 -0.2 -0.2
O -2.698 2.559 -1.734 0.1 0.0 0.0
C 1.394 0.339 2.840 -0.1 -0.1 -0.1
H 4.293 1.419 -2.437 0.1 0.0 0.0
O -0.879 1.454 -3.175 -0.1 0.1 0.5
H 0.655 2.904 -1.382 -0.1 0.0 0.0
N 1.737 -0.106 -0.724 0.2 0.2 -0.2
N 0.052 -0.860 1.111 -0.8 -0.4 -0.2
C -4.735 -2.767 0.881 0.4 0.1 -0.1
P 0.321 0.526 -3.416 0.6 0.1 -0.5
H 4.940 2.014 -0.127 0.0 0.0 0.0
H 2.713 1.422 4.116 0.0 0.0 0.0
C 1.127 -0.091 1.549 0.7 0.4 0.1
P -1.343 2.057 -1.641 -0.4 0.5 -0.7
O 0.657 0.597 -4.935 -0.2 0.0 0.0
```
Forces are in eV/Å.

## Properties
highest occupied orbital energy (alpha / beta) = -11.26 / -11.33 eV
net charge = +1
HOMO-LUMO gap (alpha / beta) = 5.916 / 5.041 eV
multiplicity = 2